1.
This record from the Open Molecules 2025 dataset describes a cluster of 4 separate species, C36H75BClIN5O10 in total. The level of theory is the ωB97M-V functional and the def2-TZVPD basis.

Its total energy is -87774.19831 eV. As for the total charge: -1. The HOMO energy comes out at -5.587 eV. As for the frontier orbital gap: 7.346 eV. The value obtained for the largest force on an atom is 1.6 eV/A.

XYZ file:
```
129
C36H75BClIN5O10 | the Open Molecules 2025 dataset | the ωB97M-V functional and the def2-TZVPD basis
C 2.2524 4.5464 4.6737
C 3.3374 4.7509 3.6106
C 2.8873 4.6878 2.1312
I 0.7818 5.2052 1.8762
B 3.3284 3.2974 1.3617
O 4.8493 3.3568 1.5021
N 5.4124 2.3766 2.2240
O 6.5644 2.5993 2.4384
O 2.8598 2.0198 1.8939
C 1.9774 1.4451 1.0120
O 0.7007 1.9042 1.5050
C 1.9168 -0.0673 1.0321
C 1.7210 -0.6363 2.4479
C 0.2163 -0.8273 2.8001
C -0.1208 -0.1291 4.1187
C -1.6211 0.0306 4.3712
C -2.3645 -1.2946 4.5829
C -2.7708 -2.0318 3.2907
C -3.1464 -1.1332 2.1160
C -4.5642 -0.5616 2.2096
C -4.7387 0.7792 1.4760
C -5.8326 1.6347 2.1454
C -6.6359 2.4788 1.1403
N -5.8659 3.6619 0.7744
C -5.2139 3.8459 -0.4002
C -4.5817 5.0484 -0.3438
C -4.8890 5.6150 0.9069
C -5.6883 4.7445 1.5750
C 2.4402 2.1112 -0.3309
Cl 4.0334 1.2078 -0.8070
O 1.6805 1.9450 -1.4674
C 0.3761 2.4953 -1.3347
C -0.1309 2.9428 -2.6841
C -1.5983 3.3002 -2.6355
O 0.0650 1.9171 -3.6603
O 2.8096 3.3591 -0.0259
H 1.7343 5.4748 4.8879
H 2.7380 4.2615 5.6110
H 1.5486 3.7588 4.4224
H 3.7432 5.7499 3.7769
H 4.1403 4.0488 3.8143
H 3.3936 5.4933 1.6092
H -0.0109 1.5638 0.9516
H 1.0494 -0.3665 0.4360
H 2.7725 -0.5467 0.5684
H 2.1763 -1.6254 2.4615
H 2.2135 -0.0140 3.1865
H -0.3474 -0.3407 2.0129
H -0.0071 -1.8882 2.8480
H 0.3120 0.8685 4.1425
H 0.3407 -0.6864 4.9379
H -1.6965 0.5817 5.3120
H -2.0773 0.6708 3.6194
H -3.2012 -1.1371 5.2610
H -1.6739 -1.9492 5.1174
H -3.6625 -2.6230 3.5236
H -2.0332 -2.7630 2.9775
H -2.4063 -0.3662 1.9244
H -3.1278 -1.7649 1.2244
H -5.2210 -1.2855 1.7209
H -4.9100 -0.5077 3.2415
H -4.9333 0.6193 0.4169
H -3.7901 1.3059 1.5716
H -5.3317 2.3053 2.8373
H -6.5075 0.9882 2.7061
H -7.5548 2.7872 1.6312
H -6.8198 1.8735 0.2598
H -5.2108 3.1523 -1.2191
H -3.9686 5.4746 -1.1157
H -4.5144 6.5666 1.2382
H -6.1074 4.8789 2.5534
H 0.3318 3.2899 -0.5900
H -0.3103 1.6990 -0.9950
H 0.4523 3.7943 -3.0244
H -2.1999 2.5174 -2.1660
H -1.9950 3.4322 -3.6386
H -1.8034 4.2150 -2.0801
H -0.5850 1.2324 -3.4693
C -0.4145 -2.7998 -4.2616
C 0.0867 -3.3295 -2.9212
C -0.9358 -3.1864 -1.7834
O -1.0707 -1.8786 -1.2649
C -1.9048 -1.0135 -2.0069
N 1.3663 -2.6856 -2.6111
H -0.3810 -1.7118 -4.3121
H 0.2132 -3.1748 -5.0703
H -1.4409 -3.1228 -4.4549
H 0.2719 -4.4018 -3.0426
H -0.5893 -3.7957 -0.9436
H -1.9174 -3.5834 -2.0794
H -2.7483 -1.5421 -2.4617
H -1.3344 -0.4893 -2.7791
H -2.2941 -0.2637 -1.3155
H 1.7624 -3.1089 -1.7764
H 1.1798 -1.7249 -2.3315
C -5.5371 -7.8816 -3.9219
C -4.6135 -7.0359 -4.7937
C -3.5128 -6.3080 -4.0072
O -3.9478 -5.1682 -3.2906
C -4.5517 -5.4467 -2.0384
N -5.4278 -6.1091 -5.5858
H -6.2632 -7.2742 -3.3825
H -6.1016 -8.5785 -4.5415
H -4.9692 -8.4653 -3.1945
H -4.1089 -7.7156 -5.4867
H -2.7796 -5.9328 -4.7268
H -2.9775 -6.9970 -3.3404
H -4.0976 -6.3124 -1.5486
H -5.6258 -5.6046 -2.1594
H -4.4125 -4.5742 -1.3995
H -4.8288 -5.6209 -6.2458
H -5.7532 -5.3758 -4.9612
C 8.6367 1.2425 0.5336
C 10.1387 1.2115 0.2699
C 10.5008 1.2050 -1.2227
O 10.3135 -0.0374 -1.8764
C 8.9814 -0.3069 -2.2800
N 10.7307 0.0698 0.9789
H 8.1713 0.2691 0.3759
H 8.4374 1.5244 1.5628
H 8.1372 1.9690 -0.1096
H 10.5630 2.1264 0.6949
H 11.5707 1.4190 -1.3131
H 9.9710 2.0020 -1.7604
H 8.4593 0.6033 -2.5860
H 8.4206 -0.8026 -1.4855
H 9.0261 -0.9866 -3.1318
H 11.7425 0.1110 0.8878
H 10.4720 -0.7718 0.4705
```


2.
This record from the Open Molecules 2025 dataset describes a cluster of 6 separate species, C36H75ClO20P2S5 in total. The level of theory is the ωB97M-V functional and the def2-TZVPD basis.

As for the SMILES: C#C[C@@]1(P(C)C)[C@](CCOC=O)(C[C@H](C)Cl)OC(=O)[C@]1(CCCCCC)P(C)O.CCOS(C)(=O)=O.CCOS(C)(=O)=O.CCOS(C)(=O)=O.CCOS(C)(=O)=O.CCOS(C)(=O)=O. Its total energy is -164767.45899 eV. The HOMO energy comes out at -7.810 eV. As for the frontier orbital gap: 8.146 eV. The value obtained for the largest force on an atom is 3.0 eV/A.

XYZ file:
```
139
C36H75ClO20P2S5 | the Open Molecules 2025 dataset | the ωB97M-V functional and the def2-TZVPD basis
C 0.1559 -4.7772 3.3103
C 0.1746 -4.9286 2.1071
C 0.1473 -5.1081 0.5410
P -1.2712 -6.3356 0.3440
C -1.3841 -7.1161 -1.3556
C -1.4062 -7.5620 1.7497
C -0.2105 -3.7927 -0.3216
C 0.2185 -2.4058 0.3318
C -0.7901 -1.8824 1.4425
O -1.1295 -0.4655 1.2548
C -0.3587 0.3579 2.0698
O -0.9218 1.1289 2.8169
C -1.6732 -3.6691 -0.9193
C -2.0425 -2.2771 -1.5633
C -3.4840 -2.4812 -2.2438
Cl -0.9442 -1.7058 -2.8967
O 0.5694 -4.1103 -1.5311
C 1.4914 -5.1726 -1.4377
O 2.0220 -5.6662 -2.3926
C 1.6325 -5.4794 0.1133
C 2.8460 -4.5455 0.6278
C 3.4520 -3.5707 -0.4617
C 4.5858 -2.7141 0.3058
C 4.0070 -1.4249 1.0192
C 3.6446 -0.2947 -0.0612
C 3.8433 1.1757 0.5110
P 2.3288 -7.2115 0.5797
C 1.4002 -8.5713 -0.3131
O 2.0803 -7.4462 2.2699
H -0.0295 -4.8468 4.4034
H -0.7189 -6.6767 -2.1475
H -2.4504 -6.9584 -1.7186
H -1.2579 -8.2375 -1.2810
H -2.0431 -7.1047 2.5649
H -1.9319 -8.5142 1.4305
H -0.4374 -7.8689 2.2350
H 0.3074 -1.5839 -0.4482
H 1.2341 -2.4534 0.8234
H -0.2633 -1.9336 2.4467
H -1.7663 -2.4317 1.4933
H 0.7682 0.4103 2.0530
H -2.3878 -3.8035 -0.0451
H -1.8995 -4.4561 -1.7038
H -2.1995 -1.4412 -0.8162
H -3.2927 -3.2041 -3.1023
H -3.9090 -1.5280 -2.6546
H -4.1968 -3.0330 -1.5561
H 2.5774 -3.9164 1.5226
H 3.7058 -5.2113 0.9628
H 2.6970 -2.8060 -0.8098
H 3.9917 -4.0843 -1.3064
H 4.9857 -3.4291 1.1152
H 5.4223 -2.4062 -0.3834
H 3.1189 -1.6627 1.6881
H 4.7856 -0.9567 1.7055
H 2.5914 -0.4484 -0.4402
H 4.3464 -0.4144 -0.9435
H 3.3836 1.9040 -0.2290
H 3.2673 1.3279 1.4772
H 4.9241 1.4296 0.6995
H 2.0301 -9.5060 -0.4481
H 1.1122 -8.2596 -1.3680
H 0.4422 -8.8898 0.1897
H 2.3617 -6.6010 2.6750
C 2.8634 4.0410 -5.6146
C 2.3190 4.4965 -4.2754
O 1.1754 3.7296 -3.8790
S 1.4123 2.2632 -3.2645
C -0.2179 2.0299 -2.6197
O 2.3324 2.3619 -2.1657
O 1.6149 1.3382 -4.3398
H 3.2940 3.0402 -5.5435
H 3.6413 4.7200 -5.9633
H 2.0678 3.9981 -6.3612
H 3.0917 4.4643 -3.5027
H 1.9876 5.5332 -4.3568
H -0.3982 2.7700 -1.8417
H -0.2746 1.0245 -2.2015
H -0.9361 2.1360 -3.4308
C -3.5144 2.0546 1.6096
C -4.2186 2.4271 2.8981
O -4.2256 3.8447 3.1070
S -5.2862 4.7330 2.2898
C -5.1015 6.2150 3.2353
O -6.6032 4.2055 2.5089
O -4.7778 4.9672 0.9705
H -4.0814 2.3943 0.7399
H -3.3963 0.9728 1.5353
H -2.5316 2.5234 1.5580
H -5.2363 2.0284 2.9225
H -3.6803 1.9889 3.7402
H -5.4326 6.0261 4.2548
H -5.7212 6.9838 2.7752
H -4.0558 6.5170 3.2153
C 1.5852 6.7875 -9.6685
C 2.6103 7.8556 -9.9995
O 3.0814 8.5187 -8.8213
S 4.1754 7.7723 -7.9098
C 4.6344 9.1711 -6.9319
O 5.2892 7.3969 -8.7315
O 3.5068 6.8239 -7.0663
H 2.0434 5.9579 -9.1272
H 1.1369 6.3898 -10.5809
H 0.7964 7.1928 -9.0314
H 3.4456 7.4395 -10.5684
H 2.1444 8.6201 -10.6235
H 5.0900 9.9186 -7.5785
H 5.3509 8.8345 -6.1836
H 3.7449 9.5674 -6.4452
C 8.3070 -6.6356 3.4171
C 7.5705 -6.3314 4.7077
O 7.5322 -4.9252 4.9755
S 6.4699 -4.0232 4.1741
C 6.6076 -2.5787 5.1830
O 5.1574 -4.5807 4.3455
O 7.0032 -3.7250 2.8775
H 7.7508 -6.2703 2.5520
H 8.4470 -7.7118 3.2995
H 9.2829 -6.1459 3.4042
H 6.5606 -6.7496 4.6949
H 8.1003 -6.7943 5.5419
H 6.2595 -2.8156 6.1867
H 5.9830 -1.8028 4.7419
H 7.6476 -2.2575 5.1974
C -9.7505 4.0023 3.9120
C -10.4621 4.3641 5.2018
O -10.4815 5.7802 5.4169
S -11.5481 6.6641 4.6000
C -11.3785 8.1433 5.5529
O -12.8601 6.1239 4.8126
O -11.0372 6.9075 3.2835
H -10.3175 4.3406 3.0430
H -9.6234 2.9210 3.8331
H -8.7704 4.4796 3.8631
H -11.4764 3.9570 5.2219
H -9.9230 3.9273 6.0443
H -11.7111 7.9470 6.5704
H -12.0031 8.9089 5.0945
H -10.3354 8.4542 5.5375
```


3.
This record from the Open Molecules 2025 dataset describes a cluster of 3 separate species, C36H81Br2ClF3N12O3P2 in total. The level of theory is the ωB97M-V functional and the def2-TZVPD basis.

Its total energy is -242000.96819 eV. As for the total charge: +1. The HOMO energy comes out at -9.603 eV. As for the frontier orbital gap: 6.559 eV. The value obtained for the largest force on an atom is 5.2 eV/A.

XYZ file:
```
140
C36H81Br2ClF3N12O3P2 | the Open Molecules 2025 dataset | the ωB97M-V functional and the def2-TZVPD basis
C -0.3989 6.1232 8.6315
C 0.9569 6.1678 7.9007
C 0.8621 6.7582 6.4851
C 0.1410 5.7927 5.5284
C 1.0728 4.7009 4.9672
N 1.2625 4.7816 3.5118
C 1.8771 6.0372 3.0277
C 0.8834 7.0985 2.5324
C 1.5808 8.0907 1.5527
N 0.9648 8.1741 0.2225
C 0.9317 3.8082 2.7072
N 0.4208 2.6494 3.2512
C -0.3925 1.7512 2.4028
N 0.2745 0.4431 2.4691
C -1.7712 1.5973 3.0983
C -2.6196 0.4477 2.5551
C -4.0410 0.4823 3.1490
Cl -4.5613 -1.1888 3.4811
C -0.5321 2.1422 0.9202
C 0.0699 3.4983 0.4703
C 0.5327 3.2722 -0.9876
C 1.0480 4.5249 -1.7324
C 0.4613 4.7688 -3.1217
F 1.3385 5.6269 -3.7285
Br 0.4115 3.1744 -4.1973
C -0.9118 5.4943 -3.1112
F -0.9604 6.3881 -2.1232
F -1.9088 4.6219 -2.9996
Br -1.2030 6.4614 -4.7750
C -1.0514 4.5678 0.3828
C -2.0765 4.6239 1.5095
C -2.6009 6.0815 1.6910
O -3.1881 3.7975 1.1591
N 1.1727 3.9826 1.3409
C 2.5404 3.5226 0.9900
C 2.8091 2.0303 1.0227
N 3.2471 1.3410 0.0645
H -1.1722 6.6821 8.1034
H -0.7338 5.0953 8.7741
H -0.3118 6.5474 9.6304
H 1.4238 5.1793 7.8880
H 1.6242 6.8150 8.4725
H 1.8823 6.9690 6.1544
H 0.2715 7.6712 6.5711
H -0.4152 6.3227 4.7574
H -0.6060 5.2791 6.1385
H 0.7417 3.7218 5.2893
H 2.0627 4.8484 5.4084
H 2.4079 6.4532 3.8846
H 2.6285 5.8427 2.2696
H 0.0829 6.5874 2.0032
H 0.5118 7.6845 3.3693
H 2.6366 7.8372 1.4591
H 1.4887 9.0856 1.9906
H 0.0065 7.8549 0.2366
H 1.4959 7.6417 -0.4519
H 1.1864 2.1402 3.6853
H -0.0727 -0.1889 1.7604
H 0.1342 0.0289 3.3847
H -1.5381 1.3706 4.1458
H -2.3354 2.5293 3.0992
H -2.1441 -0.4841 2.8540
H -2.6902 0.4744 1.4670
H -4.7053 0.8719 2.3824
H -4.0792 1.0730 4.0598
H -1.5773 2.0575 0.6324
H -0.0189 1.3709 0.3410
H -0.3727 2.9316 -1.4925
H 1.2391 2.4511 -1.0646
H 2.1073 4.3639 -1.9452
H 0.9930 5.4393 -1.1452
H -0.6271 5.5502 0.2026
H -1.6222 4.3209 -0.5148
H -1.6812 4.3411 2.4937
H -2.4636 6.4163 2.7198
H -3.6741 6.0975 1.4972
H -2.1572 6.7831 0.9872
H -3.8472 3.9160 1.8546
H 2.8841 3.9657 0.0564
H 3.2052 3.9410 1.7559
H 2.6436 1.5297 1.9756
H 3.3720 1.9312 -0.7632
O -1.9916 -3.3616 -1.2404
P -2.7078 -4.5384 -0.6844
N -2.1230 -4.6187 0.9244
C -2.2120 -5.7814 1.7883
C -2.2707 -3.3781 1.6743
N -2.0826 -5.8075 -1.6250
C -1.6894 -7.0908 -1.0694
C -1.1756 -5.4442 -2.7123
N -4.2112 -5.3344 -0.4393
C -4.8954 -5.7495 -1.6882
C -5.1859 -4.4981 0.3039
H -3.2298 -6.0016 2.1404
H -1.5911 -5.6148 2.6713
H -1.8206 -6.6736 1.3151
H -3.3097 -3.1396 1.9299
H -1.8800 -2.5434 1.0883
H -1.7006 -3.4162 2.6057
H -0.7581 -7.0260 -0.4937
H -1.5270 -7.8055 -1.8787
H -2.4769 -7.5180 -0.4474
H -0.1691 -5.2105 -2.3496
H -1.5482 -4.5906 -3.2716
H -1.0913 -6.2746 -3.4143
H -5.1009 -4.9045 -2.3523
H -5.8413 -6.2250 -1.4276
H -4.3106 -6.4806 -2.2349
H -5.3367 -3.5169 -0.1562
H -4.8694 -4.3545 1.3363
H -6.1476 -5.0061 0.3454
O 1.4478 -7.1212 -4.1793
P 2.4955 -6.8391 -5.1896
N 1.8653 -7.5262 -6.6213
C 2.6459 -7.8564 -7.7999
C 0.5276 -7.0568 -6.9837
N 3.7926 -7.7835 -4.6005
C 4.6448 -8.5923 -5.4518
C 3.5756 -8.4591 -3.3250
N 3.5438 -5.6761 -5.8973
C 4.5261 -5.0841 -4.9581
C 2.8065 -4.5357 -6.4944
H 2.9963 -6.9810 -8.3653
H 2.0300 -8.4539 -8.4744
H 3.5069 -8.4694 -7.5650
H 0.5101 -6.0170 -7.3353
H -0.1415 -7.1278 -6.1270
H 0.1128 -7.6803 -7.7759
H 4.1316 -9.4867 -5.8258
H 5.5191 -8.9245 -4.8866
H 5.0358 -8.0169 -6.2910
H 2.9562 -9.3580 -3.4288
H 3.1025 -7.8000 -2.6040
H 4.5411 -8.7552 -2.9076
H 4.0454 -4.5877 -4.1093
H 5.1267 -4.3497 -5.4958
H 5.2081 -5.8347 -4.5746
H 2.1191 -4.0620 -5.7871
H 2.2423 -4.8531 -7.3702
H 3.5135 -3.7833 -6.8396
```


Q: Among the records above, which one has the highest frontier orbital gap?
A: C36H75ClO20P2S5


Q: What is the frontier orbital gap in the second record?
A: 8.146 eV


Q: Among the records above, which one has the lowest frontier orbital gap?
A: C36H81Br2ClF3N12O3P2


Q: What is the frontier orbital gap in the second record?
A: 8.146 eV